[1]
Molecular formula: C15H35N5O5
Method: DFT, the ωB97M-V functional and the def2-TZVPD basis

```
60
Properties=species:S:1:pos:R:3:forces:R:3:nbo_charge:R:1
C -5.838 2.939 -1.220 0.787 -0.125 0.164 -0.40
N -5.943 3.245 -2.627 -0.197 -0.031 -0.400 -0.44
C -4.847 3.964 -3.223 1.058 -0.136 -0.055 -0.42
C -6.949 2.762 -3.404 0.314 -0.565 0.716 0.54
O -7.005 2.798 -4.609 -0.114 0.281 -0.179 -0.61
H -6.710 2.459 -0.782 -0.403 0.469 -0.270 0.22
H -5.545 3.857 -0.710 -0.366 -0.036 0.346 0.20
H -5.040 2.216 -1.008 0.189 0.060 -0.306 0.19
H -3.907 3.394 -3.231 -0.180 -0.316 0.225 0.19
H -5.010 4.183 -4.273 -0.516 0.189 0.125 0.24
H -4.604 4.859 -2.646 -0.320 0.181 -0.122 0.19
H -7.691 2.258 -2.759 -0.243 0.023 -0.236 0.10
C 1.650 -0.937 -3.380 0.221 -0.425 -0.795 -0.42
N 0.678 -2.024 -3.443 1.599 -0.202 0.153 -0.44
C 1.076 -3.264 -4.079 -0.902 -0.307 -0.916 -0.42
C -0.573 -1.864 -2.977 -0.277 0.430 -0.046 0.53
O -1.450 -2.700 -2.957 0.100 -0.277 -0.094 -0.61
H 2.686 -1.276 -3.352 -0.208 -0.682 0.762 0.21
H 1.441 -0.368 -2.483 0.134 0.689 -0.361 0.23
H 1.736 -0.419 -4.345 -0.842 0.711 0.314 0.19
H 0.560 -3.295 -5.048 -0.093 -0.444 0.156 0.20
H 2.126 -3.358 -4.349 0.185 0.538 0.541 0.20
H 0.785 -4.129 -3.486 -0.099 0.046 -0.033 0.22
H -0.755 -0.826 -2.644 0.082 -0.026 0.196 0.10
C 0.223 -1.705 6.698 0.238 0.381 0.633 -0.40
N 1.366 -0.812 6.548 -1.004 -0.053 0.221 -0.44
C 2.345 -0.754 7.596 1.203 -0.538 0.368 -0.42
C 1.431 0.014 5.476 0.581 -0.328 0.365 0.52
O 2.450 0.602 5.156 -0.551 0.285 -0.077 -0.63
H -0.549 -1.490 5.963 0.126 0.040 -0.169 0.22
H -0.205 -1.544 7.692 -0.112 -0.201 -0.038 0.19
H 0.530 -2.748 6.609 -0.045 -0.034 -0.035 0.19
H 2.029 -1.220 8.532 -0.607 -0.023 -0.244 0.20
H 3.254 -1.306 7.336 0.067 0.124 -0.173 0.20
H 2.656 0.256 7.859 -0.167 0.175 -0.379 0.22
H 0.449 0.053 4.981 0.260 0.173 -0.561 0.14
C -0.028 1.577 -0.106 -0.946 -0.433 0.602 -0.42
N -0.833 0.884 0.909 -0.484 0.070 -1.121 -0.42
C -2.268 1.034 0.774 -0.306 0.515 0.875 -0.43
C -0.280 0.265 1.966 0.252 0.315 -0.411 0.54
O -0.887 -0.230 2.892 -0.146 -0.253 0.345 -0.64
H -0.060 2.657 0.054 0.423 0.047 0.233 0.19
H -0.546 1.440 -1.056 0.379 -0.309 -0.222 0.19
H 0.964 1.136 -0.082 0.192 0.419 -0.330 0.25
H -2.799 0.360 1.442 0.214 -0.063 0.091 0.24
H -2.516 2.057 1.078 -0.259 0.021 -0.041 0.19
H -2.675 0.891 -0.227 0.548 -0.172 -0.223 0.20
H 0.818 0.280 1.879 0.127 -0.133 0.247 0.12
C 4.553 -2.716 -1.462 0.113 0.279 0.863 -0.41
N 4.319 -1.283 -1.406 1.119 -0.181 0.057 -0.44
C 5.351 -0.445 -1.985 -0.203 0.620 -0.643 -0.43
C 3.387 -0.739 -0.586 -0.292 -0.855 -1.282 0.54
O 3.030 0.416 -0.643 0.065 0.368 0.773 -0.63
H 5.528 -2.923 -1.017 0.045 -0.264 -0.109 0.20
H 4.524 -3.119 -2.473 -0.039 0.217 -0.138 0.20
H 3.793 -3.221 -0.866 0.002 -0.056 -0.062 0.21
H 5.013 0.589 -1.954 -0.083 -0.039 -0.066 0.24
H 6.324 -0.466 -1.488 -0.156 -0.425 0.363 0.20
H 5.532 -0.716 -3.027 -0.116 -0.040 -0.033 0.20
H 2.904 -1.551 -0.023 -0.345 0.305 0.437 0.11
```
Forces are in eV/Å.

Output
- Highest occupied orbital energy: -9.0 eV
- Energy relative to the best compared isomer or geometry (same formula, charge and spin): 71.21 kcal per mole
- Charge: 0
- E_LUMO: 0.4 eV
- SMILES: CN(C)C=O.CN(C)C=O.CN(C)C=O.CN(C)C=O.CN(C)C=O



[2]
Molecular formula: C15H35NO3
Method: DFT, the ωB97M-V functional and the def2-TZVPD basis

```
54
Properties=species:S:1:pos:R:3:forces:R:3:nbo_charge:R:1
C 2.689 0.446 -0.079 1.739 -2.517 0.450 -0.64
C 2.213 1.594 -0.843 0.136 2.312 1.801 0.10
C 1.274 1.271 -1.968 0.364 0.960 -2.095 -0.63
C 1.350 2.405 0.204 -0.274 -0.048 -0.439 -0.40
C 2.105 3.072 1.374 -0.174 -1.479 -2.172 -0.40
C 3.126 4.003 0.673 -1.237 -1.088 2.170 -0.41
C 4.117 3.378 -0.357 -1.260 -0.381 0.903 0.12
C 4.513 4.550 -1.207 1.218 0.353 -1.434 -0.61
C 5.343 2.799 0.440 -0.398 0.253 -0.807 -0.63
N 3.435 2.381 -1.273 -2.218 1.966 1.435 -0.21
O 4.313 1.674 -2.085 0.077 -0.222 -0.181 -0.57
H 1.905 -0.243 0.236 0.076 -0.013 0.091 0.20
H 3.464 -0.098 -0.619 -0.447 -0.522 -0.756 0.23
H 3.356 0.697 0.745 -0.755 0.519 0.578 0.21
H 0.893 2.168 -2.456 -0.298 0.735 0.739 0.22
H 1.820 0.973 -2.862 0.104 -1.353 0.200 0.22
H 0.378 0.687 -1.755 0.512 -0.439 0.225 0.22
H 0.688 3.123 -0.281 0.604 0.757 -0.457 0.20
H 0.540 1.735 0.494 0.322 -0.662 0.589 0.20
H 1.329 3.611 1.918 0.505 0.186 0.427 0.21
H 2.600 2.309 1.975 -0.181 0.103 0.293 0.20
H 3.688 4.331 1.548 0.505 0.768 -0.494 0.21
H 2.403 4.772 0.401 0.923 0.545 -1.062 0.21
H 5.010 5.361 -0.676 -0.168 -0.045 0.329 0.21
H 3.707 4.957 -1.816 -0.405 -0.040 0.498 0.22
H 5.228 4.245 -1.971 0.341 -0.239 0.000 0.21
H 5.125 1.893 1.005 -0.138 -0.126 -0.336 0.21
H 5.731 3.494 1.185 -0.133 0.351 -0.213 0.21
H 6.129 2.631 -0.296 0.117 -0.354 0.192 0.22
H 4.007 2.010 -2.931 0.549 -0.294 -0.470 0.47
C -5.695 -5.184 -0.410 0.115 0.325 0.097 -0.63
C -6.316 -4.202 0.582 -0.731 2.157 -1.215 0.10
C -6.491 -2.705 0.149 1.343 0.058 0.321 -0.63
O -7.676 -4.501 0.767 -1.000 -1.851 1.037 -0.72
H -6.331 -5.256 -1.293 -0.051 -0.068 -0.137 0.19
H -5.621 -6.162 0.064 -0.163 -0.066 -0.032 0.22
H -4.692 -4.934 -0.755 -0.014 0.310 0.157 0.23
H -5.737 -4.235 1.506 -0.426 -0.099 0.279 0.18
H -5.566 -2.193 0.411 0.189 0.421 -0.954 0.19
H -7.265 -2.135 0.663 -0.053 -0.747 0.948 0.22
H -6.891 -2.571 -0.857 0.903 -0.300 -0.528 0.20
H -7.997 -4.893 -0.049 -0.108 -0.117 0.022 0.46
C -0.742 -3.394 1.577 -0.268 1.408 -0.486 -0.63
C -1.662 -2.157 1.216 1.907 -0.513 -1.260 0.10
C -1.223 -1.457 -0.085 1.378 0.205 0.123 -0.63
O -2.995 -2.526 1.002 -0.717 -0.048 0.798 -0.71
H -0.504 -3.932 0.659 -0.299 -0.194 -0.019 0.21
H -1.117 -4.082 2.335 -0.360 0.238 -0.125 0.22
H 0.223 -3.025 1.926 0.000 0.155 0.121 0.21
H -1.629 -1.329 1.924 0.233 -0.441 0.852 0.15
H -1.806 -0.559 -0.290 -0.533 -0.254 -0.059 0.20
H -1.155 -2.097 -0.965 -0.467 -0.165 0.085 0.21
H -0.222 -1.036 0.011 0.353 -0.117 0.250 0.20
H -3.368 -1.661 1.188 -1.239 -0.283 -0.277 0.46
```
Forces are in eV/Å.

Output
- Highest occupied orbital energy: -8.2 eV
- Energy relative to the best compared isomer or geometry (same formula, charge and spin): 61.16 kcal per mole
- Charge: 0
- E_LUMO: 0.6 eV
- SMILES: CC1(C)CCCC(C)(C)N1O.CC(C)O.CC(C)O



[3]
Molecular formula: C15H35NO7S2
Method: DFT, the ωB97M-V functional and the def2-TZVPD basis

```
60
Properties=species:S:1:pos:R:3:forces:R:3:nbo_charge:R:1
C -4.870 -2.285 -1.783 -0.626 0.131 -0.022 -0.83
S -4.769 -0.853 -0.677 0.328 -0.181 -0.618 1.25
O -3.551 -1.076 0.146 -0.002 -0.079 0.461 -1.00
C -4.214 0.298 -1.946 0.114 0.099 -0.401 -0.83
H -3.875 -2.713 -1.866 0.055 0.042 -0.050 0.24
H -5.266 -1.951 -2.741 0.154 -0.078 -0.087 0.22
H -5.584 -3.004 -1.386 0.201 -0.079 0.200 0.23
H -3.204 0.004 -2.238 0.083 0.002 0.282 0.24
H -4.211 1.296 -1.516 0.052 0.019 -0.037 0.24
H -4.813 0.271 -2.856 -0.332 0.079 0.238 0.23
C -4.021 7.636 0.907 -0.094 -0.122 0.184 -0.83
S -3.913 5.864 1.290 -0.012 0.019 -0.185 1.26
O -4.272 5.156 0.034 -0.027 -0.191 -0.044 -0.99
C -2.136 5.812 1.458 1.310 0.747 -0.496 -0.86
H -3.997 7.775 -0.172 0.134 -0.236 -0.053 0.25
H -3.194 8.160 1.377 -0.143 0.173 0.096 0.23
H -4.986 7.972 1.282 0.077 0.163 0.048 0.23
H -1.709 4.828 1.640 -0.485 -0.156 0.289 0.25
H -1.810 6.526 2.219 -0.260 -0.335 0.362 0.23
H -1.628 6.185 0.558 -0.481 -0.133 -0.205 0.23
C 2.192 -4.884 -0.631 -0.500 -0.023 0.317 0.53
O 1.912 -5.692 -1.492 0.126 -0.040 -0.167 -0.63
N 1.330 -4.399 0.293 0.648 0.396 -0.190 -0.43
C 1.785 -3.408 1.255 -0.642 -0.329 0.413 -0.41
C -0.072 -4.755 0.304 0.225 -0.127 -0.408 -0.42
H 3.194 -4.454 -0.484 0.114 -0.096 -0.155 0.10
H 2.622 -2.798 0.925 0.147 -0.263 -0.165 0.22
H 2.027 -3.914 2.193 0.153 0.241 0.090 0.19
H 0.949 -2.737 1.440 0.062 0.069 0.124 0.21
H -0.185 -5.701 -0.221 -0.048 -0.019 0.052 0.24
H -0.419 -4.851 1.331 -0.084 0.027 0.006 0.20
H -0.648 -3.996 -0.233 -0.173 -0.008 0.185 0.20
O 5.001 -1.610 0.939 0.051 0.241 -0.006 -0.62
C 4.940 -0.699 0.145 -0.462 -0.591 0.144 0.80
O 5.622 -0.680 -0.999 0.180 0.226 -0.330 -0.51
C 6.479 -1.809 -1.249 0.530 0.206 0.124 -0.08
C 5.733 -3.041 -1.688 1.063 -0.893 0.686 -0.65
C 4.037 0.489 0.273 0.209 0.293 -0.344 -0.72
H 7.095 -1.986 -0.366 -0.291 -0.086 0.165 0.19
H 7.179 -1.475 -2.015 -0.215 0.096 -0.118 0.19
H 5.556 -3.054 -2.758 -0.654 0.038 0.076 0.22
H 4.922 -3.291 -1.010 -0.530 0.468 -0.475 0.23
H 6.393 -3.893 -1.470 0.181 0.119 -0.367 0.22
H 4.622 1.397 0.117 -0.019 0.029 0.302 0.24
H 3.530 0.469 1.231 0.024 0.112 0.046 0.24
H 3.313 0.500 -0.544 -0.035 -0.211 0.058 0.24
O -0.951 1.701 2.361 0.574 0.280 0.304 -0.61
C -1.575 1.745 1.335 -0.887 -0.775 0.183 0.80
O -1.069 1.401 0.143 0.037 0.446 -0.196 -0.51
C 0.314 1.036 0.132 0.540 0.185 -0.186 -0.08
C 0.499 -0.423 0.477 -1.066 0.040 -0.473 -0.66
C -3.046 2.045 1.286 -0.086 0.167 -0.765 -0.74
H 0.884 1.686 0.797 -0.164 -0.009 0.155 0.19
H 0.676 1.246 -0.875 -0.267 -0.061 -0.098 0.18
H -0.331 -0.966 0.009 0.110 -0.022 -0.068 0.23
H 0.365 -0.579 1.544 0.546 -0.086 0.073 0.23
H 1.410 -0.802 0.023 0.211 -0.092 0.495 0.21
H -3.307 2.619 0.394 0.124 0.348 0.246 0.24
H -3.345 2.540 2.203 -0.056 0.081 -0.020 0.23
H -3.613 1.124 1.154 0.279 -0.260 0.326 0.26
```
Forces are in eV/Å.

Output
- Highest occupied orbital energy: -9.0 eV
- Energy relative to the best compared isomer or geometry (same formula, charge and spin): 8.72 kcal per mole
- Charge: 0
- E_LUMO: 0.6 eV